{
  "formula": "C23H49Br6N3O9",
  "method": "ωB97M-V/def2-TZVPD",
  "species": ["C", "C", "O", "C", "O", "O", "C", "H", "H", "H", "H", "H", "H", "H", "H", "C", "C", "O", "C", "O", "O", "C", "H", "H", "H", "H", "H", "H", "H", "H", "C", "O", "N", "C", "C", "H", "H", "H", "H", "H", "H", "H", "C", "O", "N", "C", "C", "H", "H", "H", "H", "H", "H", "H", "C", "O", "N", "C", "C", "H", "H", "H", "H", "H", "H", "H", "Br", "C", "C", "Br", "H", "H", "H", "H", "Br", "C", "C", "Br", "H", "H", "H", "H", "Br", "C", "C", "Br", "H", "H", "H", "H"],
  "positions_angstrom": [[2.325, 5.798, -1.892], [0.838, 6.206, -1.892], [-0.033, 5.115, -1.666], [-0.707, 4.625, -2.659], [-0.704, 4.909, -3.854], [-1.437, 3.737, -2.047], [-2.341, 2.866, -2.728], [2.949, 6.691, -1.854], [2.558, 5.229, -2.791], [2.565, 5.307, -0.949], [0.554, 6.780, -2.774], [0.570, 6.897, -1.092], [-3.352, 3.269, -2.683], [-2.255, 1.970, -2.112], [-2.049, 2.587, -3.741], [3.620, -1.014, -0.290], [3.315, -0.503, -1.704], [3.416, -1.535, -2.762], [4.651, -1.855, -3.493], [4.632, -2.645, -4.544], [5.663, -1.087, -3.097], [6.910, -1.074, -3.746], [2.938, -0.702, 0.501], [4.606, -0.671, 0.023], [3.589, -2.103, -0.246], [3.899, 0.413, -1.785], [2.306, -0.193, -1.433], [7.357, -0.123, -3.459], [6.790, -1.221, -4.819], [7.485, -1.857, -3.252], [-5.003, -2.982, -2.325], [-4.933, -4.081, -2.778], [-4.319, -1.885, -2.737], [-4.547, -0.718, -1.915], [-3.445, -1.792, -3.918], [-5.587, -2.817, -1.406], [-4.806, -0.880, -0.868], [-5.390, -0.191, -2.363], [-3.636, -0.121, -1.940], [-4.160, -1.785, -4.742], [-2.934, -0.842, -4.073], [-2.802, -2.667, -4.007], [3.403, 2.965, 0.085], [2.824, 2.809, -0.984], [2.586, 3.268, 1.118], [3.159, 3.837, 2.296], [1.172, 3.406, 0.954], [4.479, 2.776, 0.218], [2.608, 3.477, 3.165], [2.952, 4.906, 2.244], [4.203, 3.626, 2.528], [0.971, 4.449, 1.201], [0.740, 3.312, -0.043], [0.635, 2.712, 1.601], [3.460, -4.942, 4.403], [4.123, -6.007, 4.477], [2.527, -4.635, 3.491], [1.637, -3.449, 3.787], [2.009, -5.528, 2.451], [3.600, -4.077, 5.070], [1.511, -2.956, 2.823], [2.177, -2.672, 4.327], [0.681, -3.718, 4.236], [1.099, -5.965, 2.861], [1.818, -4.946, 1.548], [2.596, -6.436, 2.312], [-4.265, -2.501, 1.670], [-3.859, -4.242, 2.560], [-2.681, -4.032, 3.496], [-2.070, -5.789, 4.149], [-3.578, -4.921, 1.755], [-4.760, -4.587, 3.066], [-2.896, -3.421, 4.373], [-1.826, -3.530, 3.043], [-5.476, 3.506, 3.320], [-5.525, 1.708, 2.532], [-5.532, 1.899, 0.988], [-3.673, 2.457, 0.362], [-6.403, 1.159, 2.873], [-4.590, 1.207, 2.783], [-6.360, 2.557, 0.726], [-5.713, 0.900, 0.592], [-0.370, -0.323, 3.231], [-0.477, -0.916, 1.368], [-1.255, 0.055, 0.528], [-1.156, -0.643, -1.336], [-0.895, -1.922, 1.405], [0.558, -1.035, 1.047], [-0.956, 1.097, 0.411], [-2.310, 0.049, 0.798]],
  "smiles": "CCOC(=O)OC.CCOC(=O)OC.CN(C)C=O.CN(C)C=O.CN(C)C=O.BrCCBr.BrCCBr.BrCCBr",
  "multiplicity": 1,
  "e_homo_ev": -9.21,
  "largest_force_ev_per_a": 7.437,
  "e_above_lowest_ev": 0.996,
  "total_energy_ha": -17191.16361,
  "charge": 0
}

***

{
  "formula": "C23H49ClO12P3S4",
  "method": "ωB97M-V/def2-TZVPD",
  "species": ["C", "P", "C", "C", "O", "P", "C", "C", "C", "O", "O", "C", "P", "O", "Cl", "H", "H", "H", "H", "H", "H", "H", "H", "H", "H", "H", "H", "H", "H", "H", "H", "H", "C", "C", "C", "S", "O", "O", "C", "H", "H", "H", "H", "H", "H", "H", "H", "C", "C", "C", "S", "O", "O", "C", "H", "H", "H", "H", "H", "H", "H", "H", "C", "C", "C", "S", "O", "O", "C", "H", "H", "H", "H", "H", "H", "H", "H", "C", "C", "C", "S", "O", "O", "C", "H", "H", "H", "H", "H", "H", "H", "H"],
  "positions_angstrom": [[-3.353, 4.514, 2.010], [-1.711, 3.916, 1.357], [-2.228, 2.470, 0.322], [-1.115, 5.371, 0.301], [-0.060, 5.895, 1.031], [1.563, 5.300, 0.505], [3.311, 4.819, -0.041], [3.733, 3.362, -0.103], [2.709, 2.311, -0.449], [3.360, 2.557, 0.940], [0.830, 4.808, -1.039], [-0.497, 5.158, -1.095], [-1.280, 4.052, -2.340], [-0.357, 4.417, -3.643], [-3.161, 4.914, -2.736], [-3.254, 4.823, 3.040], [-4.082, 3.713, 1.924], [-3.702, 5.343, 1.396], [-2.993, 2.761, -0.402], [-1.393, 2.093, -0.254], [-2.660, 1.707, 0.959], [-1.933, 6.084, 0.184], [1.220, 4.085, 1.174], [2.058, 5.772, 1.788], [1.806, 6.625, -0.032], [3.516, 5.181, -1.048], [4.028, 5.227, 0.668], [4.719, 3.177, -0.523], [1.717, 2.308, -0.021], [3.077, 1.292, -0.496], [-0.555, 6.169, -1.554], [0.199, 5.191, -3.463], [0.126, 0.208, -5.152], [-0.797, -0.904, -5.670], [-1.064, -1.859, -4.499], [-0.922, -0.863, -3.006], [0.205, -1.344, -2.244], [-2.222, -0.723, -2.403], [-0.463, 0.655, -3.818], [0.192, 1.039, -5.852], [1.132, -0.187, -5.000], [-1.738, -0.467, -6.008], [-0.359, -1.433, -6.515], [-2.060, -2.292, -4.539], [-0.318, -2.650, -4.443], [0.238, 1.208, -3.197], [-1.376, 1.233, -3.957], [-1.853, -3.417, 0.012], [-2.392, -4.341, 1.108], [-2.804, -5.662, 0.442], [-1.759, -5.832, -1.013], [-2.591, -5.768, -2.188], [-0.833, -6.922, -0.815], [-0.904, -4.274, -0.822], [-1.346, -2.549, 0.427], [-2.675, -3.056, -0.608], [-1.602, -4.530, 1.841], [-3.226, -3.890, 1.637], [-2.649, -6.521, 1.089], [-3.838, -5.636, 0.104], [-0.687, -3.851, -1.799], [0.024, -4.474, -0.287], [-3.874, -2.760, 5.517], [-2.434, -2.346, 5.852], [-1.847, -1.674, 4.603], [-3.238, -0.955, 3.720], [-3.384, -1.637, 2.460], [-3.171, 0.476, 3.794], [-4.507, -1.550, 4.836], [-4.429, -3.053, 6.406], [-3.864, -3.610, 4.831], [-2.443, -1.637, 6.682], [-1.830, -3.199, 6.158], [-1.144, -0.883, 4.850], [-1.374, -2.396, 3.941], [-5.404, -1.787, 4.269], [-4.714, -0.755, 5.550], [5.069, -2.942, 0.336], [6.418, -2.250, 0.568], [6.750, -1.460, -0.704], [5.170, -1.027, -1.456], [5.068, -1.704, -2.725], [4.962, 0.390, -1.340], [4.150, -1.879, -0.259], [4.661, -3.350, 1.260], [5.191, -3.766, -0.371], [6.335, -1.566, 1.414], [7.206, -2.965, 0.801], [7.296, -0.545, -0.489], [7.303, -2.062, -1.422], [3.276, -2.283, -0.756], [3.850, -1.148, 0.492]],
  "multiplicity": 1,
  "e_homo_ev": -4.14,
  "largest_force_ev_per_a": 3.898,
  "total_energy_ha": -4885.55897,
  "charge": -1
}

***

{
  "formula": "C23H49CoN2O2P3",
  "method": "ωB97M-V/def2-TZVPD",
  "species": ["Co", "P", "P", "P", "H", "C", "C", "H", "C", "C", "C", "C", "C", "C", "C", "C", "C", "H", "H", "H", "H", "H", "H", "H", "H", "H", "H", "H", "H", "H", "H", "H", "H", "H", "H", "H", "H", "H", "H", "H", "H", "H", "H", "H", "H", "H", "C", "C", "C", "C", "C", "C", "O", "H", "H", "H", "H", "H", "H", "C", "N", "C", "C", "C", "N", "C", "C", "O", "H", "H", "H", "H", "H", "H", "H", "H", "H", "H", "H", "H"],
  "positions_angstrom": [[-0.980, 1.585, -0.447], [-1.619, 3.085, 0.804], [-1.856, -0.266, -0.054], [1.051, 1.597, -0.766], [-2.473, -0.471, -3.719], [-1.568, -0.280, -4.311], [-0.641, -1.237, -4.563], [-0.612, -2.249, -4.154], [-3.147, 4.033, 0.444], [-1.945, 2.327, 2.441], [-0.460, 4.458, 1.160], [-1.724, -1.774, -1.087], [-1.630, -1.125, 1.571], [-3.689, 0.004, -0.054], [1.623, 0.231, -1.852], [2.136, 1.613, 0.724], [1.802, 3.015, -1.646], [-1.408, 0.753, -4.652], [0.077, -1.040, -5.362], [-2.938, 5.114, 0.384], [-3.908, 3.858, 1.224], [-3.546, 3.734, -0.533], [-2.240, 3.101, 3.158], [-1.044, 1.805, 2.779], [-2.739, 1.576, 2.360], [-0.995, 5.294, 1.632], [-0.029, 4.807, 0.212], [0.370, 4.111, 1.785], [-2.423, -2.546, -0.737], [-0.724, -2.208, -0.991], [-1.921, -1.550, -2.139], [-2.577, -1.198, 2.120], [-0.880, -0.619, 2.190], [-1.275, -2.150, 1.411], [-4.221, -0.951, 0.042], [-3.963, 0.471, -1.010], [-3.982, 0.670, 0.770], [2.695, 0.062, -1.736], [1.382, 0.500, -2.886], [1.098, -0.697, -1.605], [3.106, 1.159, 0.506], [1.678, 1.029, 1.528], [2.271, 2.650, 1.056], [2.872, 2.843, -1.815], [1.664, 3.932, -1.061], [1.313, 3.094, -2.624], [-1.477, 3.704, -3.539], [-2.582, 4.538, -3.332], [-2.847, 5.511, -4.310], [-2.048, 5.600, -5.454], [-0.903, 4.796, -5.610], [-0.610, 3.867, -4.609], [-1.112, 2.660, -2.741], [-1.739, 2.327, -2.042], [-3.182, 4.433, -2.429], [-3.699, 6.193, -4.176], [-2.309, 6.327, -6.226], [-0.265, 4.864, -6.484], [0.250, 3.217, -4.628], [2.723, -0.179, 4.527], [2.960, -1.425, 3.856], [4.196, -2.122, 4.158], [4.205, -3.476, 3.507], [3.680, -3.510, 2.094], [2.562, -2.629, 1.887], [1.949, -2.655, 0.575], [2.202, -1.607, 2.728], [1.241, -0.854, 2.469], [1.666, -0.093, 4.788], [2.974, 0.683, 3.894], [3.336, -0.147, 5.426], [5.070, -1.529, 3.848], [4.250, -2.217, 5.249], [3.632, -4.164, 4.126], [5.230, -3.846, 3.493], [3.336, -4.525, 1.851], [4.486, -3.264, 1.385], [2.338, -1.846, -0.073], [2.165, -3.621, 0.098], [0.856, -2.526, 0.639]],
  "multiplicity": 5,
  "s2": 6.045,
  "e_homo_ev": [-15.30, -15.28],
  "largest_force_ev_per_a": 5.632,
  "total_energy_ha": -3571.52282,
  "charge": 3
}

***

Which value of charge does entry 2 give? -1

***

Which value of multiplicity does entry 2 give? 1